Formula: C41H85N3O19
Source: the Open Molecules 2025 dataset
Level of theory: wB97M-V/def2-TZVPD

As for the SMILES: CCOC(C)=O.CCOC(C)=O.CCOC(C)=O.CCOC(C)=O.CCOC(C)=O.CCOC(C)=O.CCOC(C)=O.CCOC(C)=O.CNC(C)=O.CNC(C)=O.CNC(C)=O. The calculation puts the molar mass at 924.13 g/mol. The HOMO energy is -8.80 eV. Its HOMO-LUMO gap is 9.14 eV. The value obtained for the strongest force on any atom is 3.122 eV/Å.

Last column: Mulliken charge in e.
Element x y z (Å)
1 C -0.29116 -0.86913 -2.47457  0.358
2 C 0.75138 0.05779 -3.11125  1.233
3 O 1.38180 -0.62444 -4.19156  -0.399
4 C 1.90179 0.24990 -5.10495  0.973
5 C 2.07881 -0.40564 -6.48642  -1.370
6 O 2.03402 1.40949 -4.85077  -0.565
7 H -1.11068 -0.33210 -1.96915  0.034
8 H 0.22438 -1.71286 -1.98192  -0.910
9 H -0.77827 -1.33091 -3.31022  0.402
10 H 0.24582 0.97319 -3.54611  -0.629
11 H 1.42509 0.45703 -2.35055  -0.274
12 H 1.21852 -0.21452 -7.12230  0.248
13 H 2.23555 -1.42805 -6.41395  0.372
14 H 2.94254 0.04661 -6.95879  0.410
15 C 1.46177 2.18305 4.61131  -0.353
16 C 2.32829 0.96194 4.98402  -0.103
17 O 1.60798 0.56174 6.17893  -0.337
18 C 1.44172 -0.74970 6.44129  0.878
19 C 0.69198 -1.06770 7.72222  -1.043
20 O 1.90920 -1.59368 5.71100  -0.584
21 H 1.43964 2.84487 5.45152  0.398
22 H 0.41480 1.81643 4.52342  -0.188
23 H 1.71979 2.69867 3.69401  0.011
24 H 2.23307 0.18014 4.27839  0.088
25 H 3.34636 1.33103 5.24831  0.359
26 H 1.33308 -1.51633 8.46811  0.357
27 H -0.09538 -1.71729 7.43804  0.305
28 H 0.32188 -0.05428 8.09556  0.235
29 C 1.61488 4.69746 -5.18370  -1.512
30 C 0.29853 4.30708 -4.65362  1.131
31 O -0.15270 5.03071 -3.54489  -0.336
32 C -1.46157 5.04340 -3.38374  0.837
33 C -1.87667 5.48922 -1.97208  -0.790
34 O -2.27707 4.69661 -4.23350  -0.663
35 H 2.03612 3.98663 -5.88897  0.336
36 H 2.44998 4.74434 -4.37633  0.254
37 H 1.53465 5.61280 -5.72130  0.443
38 H -0.48283 4.40830 -5.41850  0.287
39 H 0.31850 3.26936 -4.33546  -0.553
40 H -1.66084 6.55584 -1.72755  0.363
41 H -1.35511 4.78596 -1.31840  -0.082
42 H -2.96185 5.46637 -1.92685  0.350
43 C -1.30217 -0.80636 4.49775  -0.035
44 C -2.42948 -0.07349 5.23471  -0.901
45 O -2.68534 1.21442 4.71451  -0.418
46 C -3.50818 1.29331 3.67329  0.918
47 C -3.81977 2.65367 3.20467  -0.983
48 O -3.96519 0.32268 3.13727  -0.536
49 H -1.67318 -1.17127 3.56952  0.245
50 H -1.00983 -1.61332 5.14472  0.499
51 H -0.46370 -0.21000 4.38923  -0.431
52 H -3.32620 -0.60892 5.18954  0.513
53 H -2.22184 0.04764 6.32147  0.356
54 H -3.34311 3.35958 3.90079  0.298
55 H -4.93260 2.75805 3.24082  0.300
56 H -3.44416 2.85790 2.22811  0.197
57 C -1.05217 -3.46773 -0.84279  1.640
58 C -1.90927 -4.24294 -1.75704  -0.438
59 O -1.80792 -3.92475 -3.14441  -0.365
60 C -0.58999 -4.21416 -3.82562  0.758
61 C -0.57421 -3.82953 -5.28942  -0.938
62 O 0.26529 -4.96979 -3.37619  -0.579
63 H -1.26544 -3.90961 0.15150  -0.576
64 H -1.28928 -2.42665 -0.74280  -1.645
65 H -0.01865 -3.58127 -1.13438  0.799
66 H -1.64912 -5.30749 -1.57051  0.429
67 H -2.99132 -4.13436 -1.58990  0.011
68 H 0.50149 -3.70199 -5.50286  0.163
69 H -1.24694 -3.02354 -5.35999  0.275
70 H -0.97115 -4.75894 -5.84505  0.372
71 C 3.40757 -1.98773 -1.55079  -1.407
72 C 2.71259 -1.46545 -0.32148  1.412
73 O 3.75600 -0.83558 0.41512  -0.451
74 C 3.40634 -0.05653 1.40228  0.591
75 C 4.56797 0.48679 2.22708  -0.907
76 O 2.24036 0.12597 1.64473  -0.364
77 H 3.82059 -2.96808 -1.25598  0.390
78 H 4.18241 -1.36985 -1.95763  0.388
79 H 2.65736 -2.20674 -2.29020  0.176
80 H 1.98725 -0.67354 -0.57992  -0.397
81 H 2.29678 -2.26919 0.30450  -0.205
82 H 4.24383 1.48305 2.55265  0.105
83 H 5.51876 0.63918 1.66887  0.323
84 H 4.63165 -0.08994 3.12715  0.332
85 C 2.34555 -6.87357 0.14194  -1.257
86 C 1.11379 -6.60336 0.91728  0.116
87 O 1.31400 -5.19090 1.41047  -0.247
88 C 0.32837 -4.81379 2.28218  0.486
89 C 0.45084 -3.38011 2.70540  -0.028
90 O -0.56129 -5.57161 2.63716  -0.685
91 H 2.42434 -6.04198 -0.57381  0.246
92 H 2.28346 -7.79908 -0.39614  0.430
93 H 3.21863 -6.84153 0.80398  0.288
94 H 0.15356 -6.66401 0.37015  0.094
95 H 0.99954 -7.36613 1.76222  0.317
96 H 1.49801 -3.08757 2.55656  0.135
97 H 0.06613 -3.44915 3.73607  0.248
98 H -0.14919 -2.70726 2.11305  -0.127
99 C -4.30323 -1.60401 -0.03755  -0.292
100 C -4.69124 -2.52154 1.12623  -0.586
101 O -3.97497 -3.76701 0.77936  -0.067
102 C -4.07225 -4.86258 1.63561  0.609
103 C -3.57499 -6.03522 0.92895  -0.462
104 O -4.46297 -4.77608 2.77468  -0.595
105 H -4.51792 -0.55006 0.21819  0.345
106 H -4.99264 -1.88018 -0.87522  0.379
107 H -3.21387 -1.74301 -0.29569  -0.366
108 H -4.43164 -2.25682 2.10953  0.441
109 H -5.79909 -2.64857 1.03499  0.225
110 H -3.87581 -6.92705 1.45145  0.419
111 H -2.48765 -6.02576 1.03340  -0.191
112 H -3.79636 -5.94313 -0.11909  0.226
113 C 2.34957 5.80259 4.43555  -0.440
114 N 3.53705 6.08528 3.74175  -0.168
115 C 4.28731 5.18367 2.98392  0.645
116 C 5.62470 5.71125 2.56069  -1.241
117 O 3.95392 4.00694 2.84485  -0.553
118 H 1.55191 6.55247 4.35761  0.356
119 H 2.58391 5.65155 5.51570  0.245
120 H 2.01440 4.86464 4.01282  -0.054
121 H 3.78628 7.08585 3.73425  0.221
122 H 5.54330 6.11074 1.56761  0.309
123 H 6.28441 4.84216 2.46900  0.297
124 H 6.00370 6.52142 3.15803  0.371
125 C -3.35144 1.50030 -3.68316  -0.561
126 N -2.96909 2.08893 -4.97563  -0.043
127 C -2.21946 1.53664 -5.96943  0.738
128 C -1.76938 2.43512 -7.16062  -1.086
129 O -1.86536 0.36396 -5.95165  -0.620
130 H -4.37395 1.71330 -3.53185  0.293
131 H -2.71948 1.98273 -2.93924  0.085
132 H -3.08452 0.42368 -3.83224  0.249
133 H -3.17454 3.08393 -5.07144  0.252
134 H -2.38011 3.33904 -7.24378  0.363
135 H -1.86905 1.84305 -8.06349  0.383
136 H -0.80880 2.72260 -6.85832  0.069
137 C -1.43188 0.79077 0.63880  -0.255
138 N -0.26883 1.60893 0.43095  0.399
139 C -0.07360 2.28302 -0.73216  0.783
140 C 1.24402 3.03246 -0.83559  -0.872
141 O -0.97215 2.42186 -1.56512  -0.531
142 H -1.67701 0.76695 1.72293  -0.102
143 H -1.25181 -0.27268 0.29728  -0.390
144 H -2.17611 1.21516 0.04631  0.563
145 H 0.56469 1.33108 0.92647  -0.322
146 H 1.02401 4.08503 -1.11796  0.210
147 H 1.89589 2.59815 -1.59084  0.152
148 H 1.75247 3.02569 0.15458  0.269

Formula: C24H40Br8F12Fe2O8
Source: the Open Molecules 2025 dataset
Level of theory: wB97M-V/def2-TZVPD

The calculation puts the molar mass at 1435.47 g/mol. The spin multiplicity is 9. The HOMO energy (alpha / beta) is -9.39 / -9.21 eV. Its HOMO-LUMO gap (alpha / beta) is 9.64 / 9.45 eV. The value obtained for the strongest force on any atom is 3.715 eV/Å.

Last column: Löwdin spin population.
Element x y z (Å)
1 Fe -1.47309 2.06933 -0.19720  3.744
2 Fe 1.60901 0.67616 0.27177  3.732
3 C 3.52107 1.46458 1.89960  0.007
4 O 3.52590 1.19668 0.47666  0.036
5 O 2.25650 1.08707 2.27248  0.065
6 C 4.73521 0.95135 2.68966  0.001
7 F 5.35187 -0.08541 2.07403  0.000
8 F 5.63927 1.93737 2.80097  0.000
9 F 4.43015 0.54304 3.92235  0.001
10 C 4.61280 1.70132 -0.28062  0.005
11 C 4.60043 1.16862 -1.69260  -0.001
12 H 4.55034 0.07670 -1.72965  0.000
13 H 3.80156 1.42780 -2.39271  0.000
14 H 5.50267 1.43703 -2.24499  0.000
15 H 5.56866 1.46812 0.19443  0.001
16 H 4.61404 2.79809 -0.25415  0.001
17 H 3.48179 2.55543 2.02154  0.001
18 C -0.51639 -1.16442 -0.05060  0.015
19 O 0.91934 -1.17848 -0.08099  0.045
20 O -0.61178 0.19998 0.16170  0.075
21 C -1.13283 -1.76313 -1.33851  0.002
22 F -2.43371 -1.36731 -1.42439  0.001
23 F -0.61503 -1.32738 -2.48485  0.000
24 F -1.16669 -3.08542 -1.22133  0.000
25 C 1.60691 -2.44905 -0.02776  0.005
26 C 3.11268 -2.19308 0.10829  0.001
27 H 3.66354 -3.12712 0.03384  0.000
28 H 3.49346 -1.39254 -0.52052  0.000
29 H 3.24209 -1.82300 1.13109  0.000
30 H 1.49029 -3.09725 -0.89772  0.001
31 H 1.31027 -3.01266 0.85809  0.001
32 H -0.82109 -1.78871 0.79380  0.001
33 C -4.11180 1.83910 -0.87222  0.008
34 O -2.92996 1.82735 -1.73021  0.034
35 O -3.48313 2.26931 0.25427  0.059
36 C -5.24482 2.70848 -1.48454  0.002
37 F -5.98280 2.04237 -2.39866  0.000
38 F -6.06435 3.18350 -0.52147  0.001
39 F -4.74546 3.79824 -2.10530  0.000
40 C -3.04404 1.34241 -3.07075  0.005
41 C -1.61535 1.46375 -3.62862  -0.001
42 H -1.34359 2.51458 -3.68732  0.000
43 H -0.91459 0.95186 -2.96693  -0.001
44 H -1.56300 1.04085 -4.63238  0.000
45 H -3.52578 1.96356 -3.82981  0.001
46 H -3.32287 0.29478 -3.17650  0.000
47 H -4.38622 0.78938 -0.71486  0.001
48 C 0.66204 3.68433 -1.11183  0.016
49 O -0.76527 3.73837 -1.07135  0.044
50 O 0.88320 2.43638 -0.62393  0.080
51 C 1.30383 4.04356 -2.53118  0.002
52 F 0.79517 3.34079 -3.53439  0.000
53 F 1.13041 5.34612 -2.75769  0.001
54 F 2.62049 3.78766 -2.49264  0.001
55 C -1.43409 4.97093 -1.42458  0.006
56 C -1.14871 6.18605 -0.53466  0.001
57 H -0.16896 6.66845 -0.56374  0.000
58 H -1.85426 7.00237 -0.67223  0.000
59 H -1.17354 5.81324 0.49401  0.000
60 H -2.46838 4.64301 -1.32070  0.000
61 H -1.28141 5.21925 -2.47475  0.001
62 H 1.15145 4.34377 -0.38621  0.001
63 Br 5.76014 -6.64068 2.36948  0.000
64 C 6.41756 -5.31917 1.06020  0.000
65 C 7.25898 -4.25368 1.74827  0.000
66 Br 7.71714 -2.87861 0.36972  0.000
67 H 5.53317 -4.87506 0.62072  0.000
68 H 7.04155 -5.92974 0.41732  0.000
69 H 8.19491 -4.62694 2.14498  0.000
70 H 6.61641 -3.77437 2.48109  0.000
71 Br -0.48110 0.90543 3.93750  -0.001
72 C 0.84997 -0.59307 4.13285  0.000
73 C 0.11918 -1.94787 4.10250  0.000
74 Br 1.48937 -3.36564 4.19097  0.000
75 H 1.15156 -0.59902 5.17800  0.000
76 H 1.65670 -0.48797 3.41690  0.000
77 H -0.51543 -2.06869 3.22776  0.000
78 H -0.58173 -1.98435 4.93397  0.000
79 Br -3.55015 -4.57103 -0.27569  0.000
80 C -5.25804 -4.38911 -1.26836  0.000
81 C -6.22446 -5.39879 -0.79763  0.000
82 Br -8.05949 -5.13302 -1.55488  0.000
83 H -4.98838 -4.36270 -2.32071  0.000
84 H -5.56439 -3.37765 -1.01915  0.000
85 H -6.34337 -5.30803 0.27892  0.000
86 H -5.93696 -6.41286 -1.05982  0.000
87 Br -3.01395 -2.28463 2.54202  0.000
88 C -3.77912 -0.69446 1.63395  0.000
89 C -5.22600 -0.49522 1.95234  0.000
90 Br -6.48729 -1.76073 1.13459  0.000
91 H -3.57806 -0.70464 0.56237  0.000
92 H -3.21720 0.17801 1.97200  0.000
93 H -5.47199 0.49135 1.55841  0.000
94 H -5.37301 -0.49460 3.02885  0.000

Summary of energy in hartree
-3207.1170; -25858.3635
(order as listed above)